Record 1
Molecular formula: C27H40N6O14S3
Method: DFT, ωB97M-V with the def2-TZVPD basis set

The geometry in XYZ format:
```
90
Properties=species:S:1:pos:R:3:forces:R:3
H -1.515 4.949 0.643 -0.03 -0.17 -0.08
H -4.593 -4.296 -2.732 0.76 -0.16 -0.29
C 2.052 -3.866 0.745 -0.46 -0.25 0.04
C -1.378 3.598 2.309 -0.55 -0.20 -0.68
H 5.737 4.080 3.539 -0.09 0.03 -0.14
H 0.069 -4.573 0.643 -0.33 -0.21 -0.91
H -0.272 3.755 0.309 -0.02 -0.59 0.44
H -0.618 4.260 -2.558 0.03 0.11 0.08
N 6.735 2.235 3.950 0.37 -0.09 -1.09
H -0.532 1.821 -1.985 -0.06 -0.05 -0.16
H 1.948 -0.209 -4.050 -0.15 0.21 0.05
O 0.145 5.201 1.731 0.89 0.34 -0.11
H -3.849 1.858 3.436 0.10 0.26 0.07
H 2.849 0.561 2.067 0.01 0.00 0.03
C -0.651 -2.387 -3.957 -1.26 0.13 -0.40
H 0.070 -2.844 0.566 0.40 0.24 -0.01
N 1.972 0.325 1.634 0.48 0.24 -0.06
H 5.079 -0.036 2.324 0.12 0.12 -0.46
C 0.767 0.607 2.180 -1.01 -0.25 0.64
H -1.379 1.140 6.720 -0.24 0.06 0.08
H -2.240 4.189 2.620 -0.12 -0.27 0.14
H 2.277 -3.094 1.479 0.28 0.15 -0.25
H -2.893 0.779 -2.232 -0.51 0.10 -0.06
O -0.441 3.662 3.373 1.73 -0.19 0.40
H -0.044 -4.177 -6.671 0.19 0.33 -0.10
H -3.246 -0.472 3.167 0.11 -0.30 0.14
O 2.437 -4.452 -2.787 -0.40 0.09 0.69
C -0.773 4.300 1.109 0.07 1.11 -0.32
H -1.805 -1.181 5.374 0.19 0.15 0.21
C 0.465 -0.096 0.091 0.11 -0.47 -0.38
H -0.022 -0.346 -0.840 0.15 -0.15 -0.01
H -4.277 -5.438 -1.359 0.38 -0.17 -0.41
C -2.870 0.092 4.004 -1.05 1.03 0.63
H 7.244 0.100 3.771 0.28 0.31 0.30
C -2.179 -0.196 5.150 0.22 -0.42 -0.83
O 2.170 2.355 -4.270 -0.22 0.14 0.11
H -0.480 -1.866 -3.031 -0.08 0.52 -0.28
C 5.069 2.201 2.537 -2.08 0.56 -1.21
S 2.144 -3.506 -1.768 1.03 1.45 0.77
C -1.576 -4.047 -5.163 -0.52 0.52 0.89
H 7.287 2.562 4.720 0.40 -0.14 -0.18
H 3.713 -0.349 -3.781 -0.20 -0.02 -0.42
O 2.922 -3.839 -0.380 -0.42 -0.21 -0.84
C -2.648 2.010 5.189 -1.05 0.25 -0.60
C 2.829 0.275 -3.648 1.39 -1.41 0.40
C 6.668 0.947 3.441 -1.69 0.07 0.82
N 3.078 1.547 -4.327 -0.59 0.97 -0.17
H 0.951 -2.002 -5.425 0.04 0.04 0.32
H 2.157 -4.850 1.198 0.18 0.06 0.12
O 2.457 -2.117 -1.999 -0.80 -1.00 -0.26
H -2.783 3.068 5.334 0.18 -0.04 0.32
H -2.367 -4.771 -5.281 0.38 -0.26 -0.62
C -2.726 1.837 -2.360 1.20 -0.24 -0.37
O 0.650 -3.684 -1.203 0.65 -0.52 -0.52
H -1.647 2.575 2.051 0.07 -0.04 0.40
N -3.244 1.425 4.110 0.32 -0.59 -1.12
H -2.515 -3.292 -3.423 0.52 0.02 -0.04
C -2.019 1.020 5.858 1.20 -0.42 1.08
C -3.536 2.926 -2.755 -0.33 0.37 0.70
C 0.609 -3.725 0.220 -0.17 0.28 1.13
C -2.746 4.041 -2.689 0.45 0.97 -1.66
C 0.056 -2.524 -5.123 1.56 -0.44 0.51
N -1.424 3.666 -2.575 -1.33 -0.90 1.25
O 1.182 5.535 3.874 0.01 -0.99 0.08
C -4.225 -4.413 -1.714 -1.39 0.34 0.90
N -1.747 -3.224 -4.070 0.99 -0.27 -0.03
C 5.811 3.035 3.297 0.67 -0.56 1.32
H -5.436 -4.121 0.105 0.40 0.12 0.17
H 0.619 0.966 3.187 0.38 -0.05 0.06
C -1.445 2.325 -2.269 0.80 -0.12 -0.01
C 1.827 -0.107 0.337 -0.97 0.65 0.33
O 4.116 1.751 -4.915 0.27 -0.44 0.13
H -2.984 5.072 -2.909 -0.08 -0.12 -0.09
O -2.550 -2.914 0.782 -0.18 0.07 -1.20
H 2.795 0.380 -2.567 -0.56 0.59 -0.09
H -4.564 2.942 -3.078 -0.10 -0.10 0.37
O -2.931 -3.869 -1.483 0.21 0.53 -0.02
C 5.515 0.890 2.664 1.86 -0.59 0.52
C -0.221 0.294 1.278 0.87 0.05 -0.58
O -4.539 -2.350 -0.559 0.74 0.01 -0.36
S -2.949 -2.547 -0.552 -0.13 -0.08 1.59
H -6.132 -3.344 -1.283 0.14 -0.11 -0.30
C -5.181 -3.602 -0.820 -0.69 0.13 0.36
H -1.287 0.301 1.421 -0.01 0.14 0.09
H 4.204 2.481 1.950 0.14 0.25 0.07
S 0.908 4.489 2.946 -1.29 0.98 -1.00
O -2.312 -1.439 -1.180 -0.47 -0.77 -0.14
H 2.680 -0.254 -0.299 -0.01 -0.22 0.00
C -0.415 -3.667 -5.797 -1.56 -0.48 -0.54
O 1.950 3.654 2.433 -0.71 -0.02 0.64
```
Forces are in eV/Å.

Its SMILES is C[N+](=O)[O-].O=S1(=O)OCCO1.O=S1(=O)OCCO1.O=S1(=O)OCCO1.c1cc[nH]c1.c1cc[nH]c1.c1cc[nH]c1.c1cc[nH]c1.c1cc[nH]c1. The calculation puts the total energy at -98750.766 eV. The LUMO energy comes out at -0.0032 Ha. Its multiplicity is 1. Its frontier orbital gap is 0.29264 hartree. The value obtained for the largest force on an atom is 2.47 eV/Å.

***

Record 2
Molecular formula: C27H41Cl61N3O6P3
Method: DFT, ωB97M-V with the def2-TZVPD basis set

The geometry in XYZ format:
```
141
Properties=species:S:1:pos:R:3:forces:R:3
Cl -0.942 -7.370 11.407 0.03 0.01 0.01
C 1.162 1.316 2.701 0.04 0.04 0.00
H -2.365 2.005 -5.534 -0.21 0.25 0.00
Cl -0.055 0.604 1.621 0.02 0.02 -0.06
C 0.188 6.971 2.370 0.01 -0.09 -0.08
Cl -1.985 -11.708 7.620 0.02 0.00 0.03
H -2.503 2.386 -3.247 -0.06 -0.02 -0.25
H -2.198 -3.598 -0.320 -0.06 0.28 0.21
Cl 4.219 -3.788 0.640 0.17 -0.18 -0.32
H 0.299 -8.917 12.644 0.02 -0.01 -0.01
H -0.512 6.348 -9.259 -0.04 0.04 0.00
Cl -3.628 -6.778 -5.570 -0.03 0.02 0.07
C -2.808 -1.564 -0.750 -0.79 -0.68 -0.31
H -0.171 -3.244 -1.143 -0.32 0.23 0.15
H -6.426 3.633 -0.664 0.00 0.00 -0.01
Cl -0.966 -2.737 3.644 0.06 0.06 0.01
H -2.925 -2.998 -2.334 -0.13 0.03 0.01
Cl -1.685 -10.066 12.180 0.02 -0.01 0.01
Cl -0.369 13.257 2.611 0.00 -0.02 0.03
H -1.250 1.088 -11.251 0.00 -0.04 0.05
C 5.586 -3.413 9.213 0.01 0.02 0.03
H 0.246 13.116 -4.866 0.01 0.00 0.00
Cl 7.169 6.424 -1.063 0.01 0.01 0.01
Cl -4.415 -0.760 -0.522 0.26 0.22 0.07
Cl -0.138 -6.957 2.209 -0.02 0.07 -0.01
H -2.968 1.396 -1.895 -0.10 -0.06 0.00
C 4.012 -2.339 -0.339 0.06 0.05 -0.20
Cl 1.877 -7.939 -4.712 -0.05 0.04 0.06
Cl 7.118 -2.554 9.071 0.00 0.00 -0.01
Cl 2.972 4.702 0.306 0.14 -0.21 0.06
H 3.674 -2.629 -1.328 -0.05 0.01 0.01
H 0.743 -6.317 0.142 -0.02 0.01 0.11
C -1.022 8.605 6.164 -0.01 0.03 0.08
Cl -0.845 1.465 -8.966 -0.09 0.03 -0.43
H -0.540 -2.299 -6.118 0.15 0.23 0.05
Cl -2.259 7.949 7.233 0.00 0.00 -0.02
Cl -0.894 12.139 -0.016 -0.08 -0.04 0.21
C -4.933 -6.488 4.294 0.08 0.11 0.02
C -0.351 -8.986 11.783 -0.15 0.02 -0.05
Cl 4.909 3.603 -1.554 -0.08 -0.06 -0.09
N 1.247 1.009 -3.249 0.28 0.07 -0.06
P 0.137 -2.016 -1.760 0.39 -0.29 -0.54
Cl -2.342 -0.295 4.430 0.00 -0.06 0.00
Cl -0.421 10.149 6.766 0.00 0.00 -0.03
Cl -3.712 -6.043 3.099 -0.01 -0.01 -0.04
C -2.565 1.359 -2.906 0.02 -0.20 0.67
C -0.068 1.593 -3.439 -0.22 -0.95 -0.32
H 5.162 3.995 0.732 0.00 0.00 0.01
O -0.475 -4.337 -3.687 0.44 0.47 0.49
H 2.574 0.748 -1.786 0.00 0.04 0.09
Cl 0.786 6.954 0.712 -0.13 0.19 0.04
Cl -5.967 -5.106 4.672 -0.04 -0.03 0.00
O -0.102 -2.467 -5.271 0.21 -0.42 -0.01
H -2.057 -0.858 -0.410 -0.05 0.17 -0.03
Cl -0.852 -9.789 5.758 0.01 0.01 0.00
C 4.651 -3.671 4.251 -0.04 0.14 0.00
H -1.209 -1.831 5.784 0.00 0.01 0.01
C -6.123 3.027 0.180 0.00 -0.05 0.06
H 5.270 -3.697 8.219 -0.01 0.02 -0.04
Cl -6.516 3.909 1.656 -0.01 0.02 -0.01
Cl -4.171 -7.125 5.748 -0.04 0.00 -0.09
H 1.227 -0.002 -3.350 -0.14 -0.01 0.03
C -0.867 6.029 -8.288 0.02 -0.05 0.16
O -2.484 -3.266 -4.861 -0.16 -0.04 -0.12
H 0.069 -1.061 -0.734 -0.11 -0.10 0.10
C 2.153 -6.596 -3.609 0.19 0.06 -0.06
Cl 8.374 3.861 -0.406 0.01 -0.01 0.02
Cl 5.226 -2.051 4.649 0.02 0.00 -0.01
Cl 0.513 -4.281 1.253 0.21 -0.02 0.06
O -1.130 -0.523 -3.625 -0.02 -0.17 0.29
C 8.426 5.259 -1.482 0.00 0.03 0.07
Cl -3.261 -2.885 5.378 -0.04 0.02 0.07
H -2.523 -2.614 1.141 0.11 -0.09 0.02
H 1.727 2.043 2.132 -0.02 -0.01 -0.06
Cl 3.837 -6.556 -3.089 -0.01 0.05 0.02
Cl 0.420 2.725 -11.252 0.00 -0.01 -0.01
C -1.053 1.969 -10.655 0.00 0.17 0.05
Cl -2.457 5.285 -8.493 0.00 0.25 0.23
Cl -1.594 -7.633 -3.679 -0.28 -0.03 -0.16
Cl 4.727 -4.726 5.666 0.02 -0.08 0.00
P -0.075 2.083 -5.240 0.60 1.06 -0.20
Cl 10.017 6.016 -1.442 0.01 -0.01 -0.03
N -1.645 2.722 -5.497 0.22 -0.66 0.04
C -0.092 12.207 -4.387 0.02 -0.12 0.08
H -0.432 -10.015 8.050 -0.02 0.02 -0.01
C 4.356 3.621 0.113 0.02 0.07 -0.13
O -0.100 0.621 -6.054 -0.44 0.02 0.30
H -3.278 0.780 -3.489 0.04 0.12 -0.26
C -1.292 -1.724 -2.915 0.00 -0.65 0.42
Cl 0.301 7.453 5.959 0.02 -0.01 -0.02
Cl 0.386 2.161 4.033 -0.02 -0.03 0.09
Cl -2.467 -8.871 7.989 0.07 -0.02 0.16
H -1.898 -5.509 -4.647 -0.22 -0.28 -0.02
C -0.007 -5.909 0.806 0.01 0.05 0.15
Cl 0.706 12.067 -2.822 0.07 0.07 -0.19
Cl -2.425 3.063 -10.790 0.00 -0.29 -0.33
Cl -0.290 5.355 2.878 0.02 0.03 -0.02
C -1.183 0.689 -2.874 -0.06 1.09 -0.15
Cl -1.536 -5.807 -0.073 0.16 -0.67 -0.07
Cl 0.336 10.843 -5.418 0.00 0.00 -0.09
C -2.681 -1.937 -2.249 0.43 0.00 0.32
Cl -3.471 -5.560 -2.930 -0.16 -0.10 0.12
Cl 1.076 -6.678 -2.207 0.29 -0.04 -0.01
Cl -4.386 2.753 0.060 -0.01 0.12 0.05
Cl 5.776 -4.887 10.164 0.00 -0.01 -0.01
H -1.656 3.290 -6.336 -0.11 0.03 0.03
H -0.742 -4.563 -2.782 0.01 -0.26 -0.08
Cl 3.019 -3.609 3.603 -0.19 -0.03 0.35
H 1.936 -5.671 -4.128 -0.05 0.03 0.01
H 1.140 1.374 -1.242 0.09 -0.36 0.10
H -5.554 -7.264 3.866 -0.01 0.00 0.01
H -3.857 -3.189 0.168 -0.02 -0.26 -0.12
H -1.009 11.075 2.067 -0.01 -0.01 -0.01
C -0.340 11.798 1.620 -0.01 0.06 -0.02
Cl -0.971 7.432 -7.227 -0.01 0.09 -0.06
H -3.424 -1.427 -2.853 0.06 0.12 -0.10
C -2.558 -6.274 -4.264 -0.15 -0.23 -0.26
Cl -1.167 8.102 2.527 -0.04 0.03 -0.01
H 8.242 4.914 -2.491 -0.02 -0.01 0.00
P -1.171 -3.019 -4.256 -0.39 0.85 -0.48
Cl -7.011 1.504 0.107 -0.01 0.04 -0.02
H -1.467 8.771 5.193 0.00 -0.02 -0.01
H -0.937 0.529 -1.818 0.15 -0.37 -0.04
Cl 3.975 1.982 0.658 0.04 0.00 0.04
N 1.831 1.404 -1.994 -0.18 0.27 -0.15
H 0.983 7.310 3.021 -0.02 0.05 0.00
O 1.444 -2.081 -2.459 0.22 0.21 -0.07
Cl 0.278 4.858 -7.635 0.03 -0.04 -0.03
C -1.861 -1.918 4.926 -0.07 -0.03 -0.02
Cl 5.534 -1.459 -0.496 -0.08 -0.02 0.00
H -0.444 0.841 -6.932 0.32 -0.30 0.39
Cl 2.279 0.085 3.277 -0.11 0.09 0.20
Cl 0.597 -9.635 10.439 0.12 -0.01 0.07
Cl 1.276 11.088 1.592 0.02 -0.04 0.02
Cl 2.769 -1.310 0.369 0.01 -0.01 0.07
Cl -1.842 12.315 -4.183 0.00 0.03 -0.01
C -2.832 -2.832 0.119 0.11 0.74 -0.03
H -0.084 2.540 -2.896 -0.05 0.17 -0.16
H 5.304 -4.081 3.491 0.01 0.00 0.00
Cl 4.341 -2.373 9.904 0.00 0.00 -0.01
C -1.318 -10.086 7.435 -0.10 -0.02 -0.13
```
Forces are in eV/Å.

The calculation puts the total energy at -837154.900 eV. The LUMO energy comes out at 0.0040 Ha. Its multiplicity is 1. Its frontier orbital gap is 0.29797 hartree. The value obtained for the largest force on an atom is 1.23 eV/Å.

***

Record 3
Molecular formula: C27H41ClN2O6PV
Method: DFT, ωB97M-V with the def2-TZVPD basis set

The geometry in XYZ format:
```
79
Properties=species:S:1:pos:R:3:forces:R:3
H -5.278 -1.086 3.451 -1.14 -1.51 0.14
H -0.843 2.455 -4.247 -0.36 0.02 0.57
Cl 2.423 4.739 3.901 0.61 1.00 -1.72
H 0.665 2.059 1.779 -0.19 -0.91 0.05
C -4.697 -0.297 3.090 -0.45 3.79 -1.07
H 4.235 -0.088 -5.366 -0.13 -0.67 0.72
O 3.216 6.037 3.942 -1.22 -2.00 -0.21
H -0.648 0.822 5.240 0.35 -0.38 0.23
H 0.419 2.028 4.584 -0.18 0.10 -0.17
H 4.573 -5.105 -2.370 0.30 -0.03 -1.01
H 6.190 -1.510 -5.977 -1.11 -0.36 0.51
H -3.440 3.363 4.628 0.78 -0.25 0.21
H -0.506 3.153 2.711 -0.59 0.05 -0.83
C -1.443 3.137 2.108 -0.89 2.11 1.16
H 1.875 1.133 2.460 0.81 -0.63 0.47
H -1.626 3.378 4.568 0.53 0.66 0.50
H 5.606 -5.705 -3.733 -0.86 0.89 0.01
H -2.671 -1.939 1.690 -0.23 0.65 -0.20
H 2.372 -0.458 -6.542 -0.12 0.13 -0.07
H -3.498 -1.765 5.129 -0.27 -0.40 0.72
H -4.754 2.337 2.770 -0.11 0.33 -0.11
O -3.344 1.891 -0.813 -1.83 2.77 -0.20
C 5.417 -3.230 -4.955 1.37 -1.05 -0.18
H -0.553 -1.565 4.006 1.06 0.65 -0.69
O -3.232 -0.813 -1.291 -0.61 -0.36 -0.31
H -5.179 0.632 3.603 1.30 -1.38 -0.62
H 1.758 1.689 -7.549 -0.34 0.11 -0.02
H 1.513 -1.344 -3.177 -0.02 0.27 0.22
C 1.672 0.200 -6.036 1.47 0.50 0.80
C -3.021 -1.997 2.719 -0.46 -0.87 -0.59
H 3.803 -5.753 -3.780 0.35 0.21 -0.18
H 1.161 -1.407 3.466 0.15 0.37 0.06
O -1.217 0.944 -2.258 1.27 -0.29 -0.48
P -1.894 0.604 2.538 -2.11 -0.25 0.32
C 2.317 -3.609 -2.830 0.58 -0.08 1.44
O 0.061 -0.920 -2.259 -0.27 1.66 -0.54
H -3.895 2.652 1.227 -0.23 -0.62 -0.34
C 4.557 -3.749 -4.014 -1.56 0.21 -0.94
C 0.888 1.012 2.063 -1.17 1.61 1.26
C -3.915 2.836 2.292 1.02 0.02 -0.19
H -4.830 -0.102 1.968 0.08 -0.62 1.48
H 6.173 -3.891 -5.412 -0.12 0.40 0.56
C -2.551 2.401 2.920 0.90 -0.08 -1.24
C -2.507 2.802 4.404 -1.04 -1.23 -0.30
H -1.803 4.197 1.990 0.51 -0.58 0.28
H 2.670 -3.619 -1.737 -0.25 -0.35 -1.47
O 2.080 4.159 2.545 0.62 1.02 1.94
C -3.267 -0.640 3.405 2.76 0.42 0.78
H -2.251 -2.627 3.153 -0.05 0.00 0.66
N 2.116 -0.998 -3.918 -1.41 0.28 -0.23
H -0.019 3.159 -6.352 0.78 -0.88 0.23
C -0.070 1.859 -4.678 0.14 -0.74 -0.49
H 1.451 -2.976 -2.770 -0.53 -0.11 -0.20
V -2.411 0.412 -0.717 2.15 -2.92 0.13
H -1.965 -0.933 5.249 -0.69 0.43 -0.07
C 3.366 -3.041 -3.736 0.78 0.59 0.27
C -0.265 0.205 -2.730 -0.16 -0.67 -0.13
C 3.226 -1.735 -4.245 0.99 0.73 -0.39
C 0.141 -1.100 3.233 -1.36 -0.76 0.80
H -2.450 1.886 5.026 -0.24 0.73 -0.01
C 1.422 -0.044 -4.671 0.35 -0.41 -0.63
C 5.347 -1.921 -5.357 0.73 1.26 -0.67
C 1.336 1.434 -6.581 -0.56 -0.85 -0.23
C 4.293 -1.113 -4.954 -0.20 -0.57 -0.75
H -3.999 3.953 2.299 0.05 -0.77 0.69
H 2.016 -4.614 -3.146 0.02 0.16 0.29
C -0.088 0.408 3.115 0.38 0.52 2.21
C 0.406 0.709 -4.076 -0.99 -0.42 2.54
H 1.153 0.512 4.955 -0.52 -0.24 0.09
C 0.213 0.952 4.587 0.16 0.62 -1.41
C 0.414 2.223 -5.912 -0.36 1.85 -0.92
H -0.153 -1.575 2.323 -0.01 -0.39 -0.86
H -1.348 2.790 1.087 0.32 -0.40 0.05
H 0.859 0.422 1.204 0.16 -0.94 -1.47
N -1.838 0.220 1.057 -0.01 0.50 -0.68
C 4.668 -5.126 -3.498 0.32 -1.64 1.65
H -3.971 -2.587 2.642 0.71 0.39 0.40
H -3.605 -0.020 5.595 1.22 -1.13 -0.97
C -3.029 -0.806 4.969 -1.10 0.75 -0.63
```
Forces are in eV/Å.

For the energy above the lowest of the compared OMol25 structures with the same formula, charge and spin, the calculation gives 16.3 kJ/mol. The calculation puts the total energy at -91423.224 eV. The LUMO energy (spin up / spin down) comes out at 0.0772 / -0.0328 Ha. As for the net charge: -1. Its multiplicity is 4. The expectation value of S² is 3.7667. Its frontier orbital gap (spin up / spin down) is 0.21635 / 0.14759 hartree. The value obtained for the largest force on an atom is 3.96 eV/Å.